Molecular formula: C9H16NO3
Method: DFT, ωB97M-V/def2-TZVPD

```
! wB97M-V def2-TZVPD RIJCOSX def2/J DEFGRID3
* xyz 1 1
C -0.6912 2.0208 -1.7177
O -0.3679 0.6395 -1.6030
C -1.4168 -0.0119 -0.9124
C -1.8541 0.0846 0.4059
C -1.0026 0.1181 1.4847
C 0.4558 0.0058 1.3190
C 1.2936 0.8145 2.2660
C 0.9931 -0.9089 0.4896
N 0.2749 -2.1189 0.0099
O 2.2638 -0.9469 0.1866
C 2.9522 0.3095 -0.0013
C -1.9987 -0.9242 -1.7650
O -3.0460 -1.8177 -1.5179
H 0.1837 2.4684 -2.2174
H -0.7389 2.3319 -0.7016
H -1.6875 2.2322 -2.1075
H -2.8970 0.1772 0.4834
H -1.4321 0.4660 2.4839
H 1.2832 1.8212 1.9272
H 2.2270 0.4085 2.4255
H 0.7184 0.8019 3.1958
H -0.7828 -2.1302 0.1450
H 0.8348 -2.9279 0.2700
H 0.2014 -2.1181 -1.0112
H 2.1198 1.1537 0.0750
H 3.6792 0.3305 -0.8593
H 3.6394 0.4500 0.7658
H -1.4722 -1.1000 -2.6785
H -3.7323 -1.6294 -0.8406
*
```

Summary:
- energy above the lowest of the compared OMol25 structures with the same formula, charge and spin (kcal per mole) = 60.48
- SMILES = COC(/C=C\C(C)=C(/[NH3+])OC)=C/O
- gap between HOMO and LUMO (eV) = 8.4
- E_tot (eV) = -17214.125
- HOMO (Ha) = -0.4345

Formally, the Löwdin partial charges of the atoms, in units of the elementary charge, are as follows: number 1, C, carries -0.05; number 2, O, carries -0.14; number 3, C, carries -0.35; number 4, C, carries -0.05; number 5, C, carries 0.01; number 6, C, carries -0.21; number 7, C, carries -0.01; number 8, C, carries -0.31; number 9, N, carries 0.29; number 10, O, carries -0.02; number 11, C, carries -0.01; number 12, C, carries -0.08; number 13, O, carries 0.01; number 14, H, carries 0.11; number 15, H, carries 0.07; number 16, H, carries 0.11; number 17, H, carries 0.11; number 18, H, carries 0.15; number 19, H, carries 0.09; number 20, H, carries 0.06; number 21, H, carries 0.10; number 22, H, carries 0.19; number 23, H, carries 0.19; number 24, H, carries 0.16; number 25, H, carries 0.14; number 26, H, carries 0.12; number 27, H, carries 0.06; number 28, H, carries 0.13; number 29, H, carries 0.13